47
Properties=species:S:1:pos:R:3:forces:R:3:nbo_charge:R:1 method="wB97M-V/def2-TZVPD" total_energy_ha=-6760.95226 charge=+2 max_force_ev_per_a=0.50 e_above_lowest_kcal_mol=0.0 orbital_gap_ha=0.15496 e_lumo_ev=-9.376
Pb 0.0362 -1.6210 -1.1334 -0.08 0.27 0.13 1.29
O -2.4828 1.8699 0.6119 0.00 0.04 -0.14 -1.01
As -0.7688 1.9140 0.2725 0.13 -0.30 0.29 2.47
O 0.0753 2.5960 1.4731 0.08 0.19 -0.14 -1.11
O -0.3265 0.3883 -0.2121 -0.29 0.11 -0.18 -1.29
C -0.6605 3.0901 -1.3172 -0.23 -0.11 -0.29 -0.19
C 0.0855 4.2071 -1.1871 0.06 -0.05 0.13 -0.30
C 0.1339 5.1627 -2.2360 -0.06 -0.02 -0.02 0.18
C -0.6037 5.0474 -3.4330 0.03 0.17 -0.05 -0.31
C -1.3440 3.9398 -3.6301 -0.02 -0.16 -0.02 0.06
C -1.4128 2.8229 -2.6184 0.11 0.08 0.48 0.42
S -2.6215 1.0487 -3.2584 0.01 -0.37 -0.09 1.77
O -2.7671 2.4627 -2.3716 0.02 0.15 -0.01 -0.65
O -2.6854 -0.0899 -2.3980 0.04 0.18 0.03 -0.83
O -1.0200 1.6078 -3.2493 0.02 0.12 -0.03 -0.66
H -2.6764 2.5255 1.2990 0.00 -0.04 0.01 0.51
H 0.6225 4.3878 -0.2620 0.01 0.01 0.00 0.29
H 0.7582 6.0407 -2.0999 -0.01 0.00 0.01 0.26
H -0.5647 5.8359 -4.1716 0.05 -0.02 -0.01 0.28
H -1.8972 3.7787 -4.5495 -0.04 -0.02 0.03 0.25
I 2.8419 -3.6154 -1.4286 0.06 -0.04 0.05 0.26
C 3.2055 -2.0003 -0.1466 -0.09 -0.07 0.01 0.09
C 4.4887 -1.7657 0.3137 0.00 -0.01 0.00 -0.27
C 4.6829 -0.6960 1.1727 0.03 -0.02 0.01 -0.11
C 3.5989 0.0891 1.5364 -0.02 0.01 0.01 -0.23
C 2.3546 -0.2190 1.0248 -0.03 0.02 -0.06 0.04
N 2.1550 -1.2530 0.1912 0.07 -0.05 -0.11 -0.58
H 5.3062 -2.4015 0.0074 0.00 0.00 0.01 0.26
H 5.6729 -0.4842 1.5544 0.00 0.01 -0.01 0.25
H 3.7111 0.9349 2.1993 -0.01 -0.01 0.02 0.25
H 1.4809 0.3720 1.2658 0.04 0.02 0.02 0.24
C -4.0048 -0.9404 1.3229 -0.02 -0.01 0.00 -0.41
N -2.8778 -0.9458 2.2513 0.03 0.10 -0.04 -0.32
C -2.7813 -0.1929 3.3997 -0.01 -0.02 -0.03 -0.05
C -1.5972 -0.4958 3.9753 0.02 -0.02 0.01 -0.05
N -0.9852 -1.4320 3.1713 0.05 0.08 -0.01 -0.32
C 0.2959 -2.0733 3.4453 -0.01 -0.04 0.05 -0.41
C -1.7693 -1.6864 2.1124 -0.06 0.02 0.00 0.26
Se -1.4796 -2.9566 0.7663 0.13 -0.17 0.01 -0.23
H -4.7962 -0.3348 1.7545 0.01 0.01 0.00 0.23
H -4.3629 -1.9560 1.1759 0.00 0.00 0.01 0.24
H -3.6942 -0.5175 0.3712 0.01 0.02 -0.02 0.23
H -3.5589 0.4809 3.7114 -0.02 -0.03 0.00 0.25
H -1.1477 -0.1364 4.8834 0.02 -0.01 0.00 0.25
H 0.5913 -1.8255 4.4606 -0.01 0.01 0.00 0.23
H 1.0515 -1.7198 2.7493 0.00 -0.01 -0.02 0.22
H 0.1913 -3.1510 3.3495 -0.01 0.00 0.00 0.24